(1)
{
  "formula": "C24H19F6",
  "method": "ωB97M-V with the def2-TZVPD basis set",
  "total_charge": 1,
  "e_above_lowest_kj_mol": 165.0,
  "max_force_ev_per_a": 2.28,
  "elements": ["H", "C", "C", "C", "C", "C", "C", "C", "C", "C", "H", "H", "H", "H", "H", "H", "H", "H", "H", "F", "C", "F", "F", "C", "C", "C", "C", "C", "C", "C", "C", "C", "C", "F", "F", "F", "C", "C", "C", "C", "H", "H", "H", "H", "H", "H", "H", "H", "H"],
  "xyz": [[3.596, 7.411, 2.084], [1.162, 5.463, -1.699], [1.981, 4.294, -1.717], [2.751, 3.885, -2.817], [-0.076, 5.797, -1.000], [-0.294, 5.586, 0.388], [-1.545, 5.740, 0.984], [-2.666, 6.083, 0.208], [-2.455, 6.489, -1.127], [-1.160, 6.491, -1.665], [1.545, 6.337, -2.269], [2.216, 3.677, -0.816], [3.248, 2.911, -2.717], [2.802, 4.360, -3.812], [0.562, 5.389, 1.014], [-1.650, 5.689, 2.067], [-3.675, 6.120, 0.632], [-3.315, 6.895, -1.698], [-0.942, 7.080, -2.565], [-1.653, 5.091, 5.700], [-1.132, 6.334, 5.930], [-2.046, 7.256, 5.501], [-1.012, 6.463, 7.286], [0.198, 6.485, 5.258], [0.436, 7.600, 4.457], [1.625, 7.666, 3.716], [2.610, 6.654, 3.797], [3.923, 6.882, 2.989], [4.883, 5.740, 2.516], [4.603, 4.364, 2.503], [5.635, 3.429, 2.292], [6.862, 3.867, 1.803], [7.956, 2.929, 1.368], [8.550, 3.351, 0.205], [8.959, 2.841, 2.297], [7.520, 1.661, 1.157], [7.101, 5.226, 1.662], [6.120, 6.150, 1.992], [2.404, 5.618, 4.727], [1.159, 5.484, 5.364], [-0.308, 8.384, 4.331], [1.847, 8.566, 3.116], [4.534, 7.729, 3.494], [3.571, 4.023, 2.689], [5.462, 2.376, 2.479], [8.023, 5.581, 1.222], [6.333, 7.226, 1.912], [3.226, 4.949, 5.017], [0.926, 4.550, 5.868]]
}



(2)
{
  "formula": "C24H19GeNO4Se2Te2Tl",
  "method": "ωB97M-V with the def2-TZVPD basis set",
  "total_charge": -2,
  "e_above_lowest_kj_mol": 0.0,
  "max_force_ev_per_a": 1.20,
  "spin_multiplicity": 2,
  "elements": ["Tl", "Se", "Te", "Te", "Se", "C", "Ge", "C", "C", "C", "C", "C", "C", "C", "C", "C", "C", "C", "C", "C", "C", "C", "C", "H", "H", "H", "H", "H", "H", "H", "H", "H", "H", "H", "H", "H", "H", "H", "O", "C", "O", "C", "C", "C", "C", "C", "C", "N", "O", "O", "H", "H", "H", "H"],
  "xyz": [[-2.028, -1.054, 0.127], [-3.843, -3.331, -1.175], [-5.677, -1.739, -1.712], [-4.268, 0.370, -2.668], [-3.480, 1.377, -0.525], [2.296, -0.744, 0.574], [0.770, -0.460, -0.711], [1.259, -1.794, -2.144], [0.325, -2.736, -2.574], [0.642, -3.681, -3.542], [1.914, -3.700, -4.098], [2.858, -2.767, -3.687], [2.528, -1.824, -2.722], [1.318, 1.266, -1.604], [2.311, 2.028, -1.036], [2.713, 3.264, -1.583], [2.109, 3.748, -2.708], [1.074, 3.013, -3.332], [0.428, 3.492, -4.496], [-0.564, 2.768, -5.095], [-0.966, 1.534, -4.549], [-0.369, 1.053, -3.418], [0.672, 1.766, -2.775], [3.263, -0.683, 0.067], [2.190, -1.741, 1.005], [2.272, -0.021, 1.392], [-0.676, -2.733, -2.152], [-0.105, -4.398, -3.862], [2.171, -4.436, -4.852], [3.852, -2.776, -4.123], [3.268, -1.088, -2.421], [2.809, 1.672, -0.141], [3.509, 3.825, -1.106], [2.412, 4.697, -3.138], [0.732, 4.452, -4.901], [-1.059, 3.147, -5.982], [-1.766, 0.976, -5.018], [-0.703, 0.118, -2.986], [-1.803, -1.826, 2.625], [-1.611, -0.646, 3.003], [-1.475, 0.346, 2.256], [-1.555, -0.403, 4.499], [-1.497, 0.898, 4.993], [-1.455, 1.130, 6.353], [-1.463, 0.048, 7.231], [-1.514, -1.259, 6.749], [-1.563, -1.475, 5.387], [-1.422, 0.280, 8.649], [-1.384, 1.429, 9.056], [-1.418, -0.678, 9.403], [-1.487, 1.714, 4.284], [-1.415, 2.131, 6.756], [-1.518, -2.077, 7.454], [-1.613, -2.475, 4.978]]
}



(3)
{
  "formula": "C24H19N3O3",
  "method": "ωB97M-V with the def2-TZVPD basis set",
  "total_charge": 0,
  "e_above_lowest_kj_mol": 0.0,
  "max_force_ev_per_a": 3.32,
  "smiles": "Cn1ccc2ccc3c4[nH]c5c(CCCO)cccc5c4c4c(c3c21)C(=O)NC4=O",
  "elements": ["C", "N", "C", "C", "C", "C", "C", "C", "C", "N", "C", "C", "C", "C", "C", "O", "C", "C", "C", "C", "C", "C", "C", "C", "C", "C", "O", "N", "C", "O", "H", "H", "H", "H", "H", "H", "H", "H", "H", "H", "H", "H", "H", "H", "H", "H", "H", "H", "H"],
  "xyz": [[-4.462, -3.176, 1.108], [-3.704, -3.211, -0.156], [-4.259, -3.794, -1.325], [-3.535, -3.341, -2.374], [-2.595, -2.408, -1.875], [-1.802, -1.567, -2.625], [-0.940, -0.695, -2.003], [-0.789, -0.696, -0.614], [0.129, 0.179, -0.028], [0.977, 1.160, -0.568], [1.637, 1.872, 0.454], [2.452, 3.038, 0.396], [2.893, 3.588, -1.005], [3.757, 2.520, -1.713], [3.336, 2.426, -3.212], [1.957, 2.061, -3.391], [2.877, 3.623, 1.601], [2.498, 3.024, 2.815], [1.721, 1.843, 2.859], [1.262, 1.299, 1.652], [0.379, 0.168, 1.330], [-0.293, -0.800, 2.118], [-1.265, -1.657, 1.594], [-1.563, -1.608, 0.198], [-2.583, -2.405, -0.461], [-1.626, -2.504, 2.693], [-2.002, -3.647, 2.658], [-1.088, -2.029, 3.870], [-0.142, -1.104, 3.521], [0.692, -0.739, 4.334], [-4.230, -4.113, 1.619], [-5.523, -3.048, 0.805], [-4.172, -2.332, 1.726], [-5.115, -4.487, -1.371], [-3.769, -3.558, -3.436], [-1.861, -1.635, -3.704], [-0.417, 0.039, -2.619], [1.027, 1.462, -1.528], [3.508, 4.477, -0.902], [1.968, 3.855, -1.594], [3.650, 1.519, -1.283], [4.772, 2.804, -1.627], [3.933, 1.677, -3.684], [3.507, 3.372, -3.714], [1.786, 1.853, -4.316], [3.544, 4.489, 1.623], [2.858, 3.477, 3.728], [1.517, 1.419, 3.806], [-0.901, -2.688, 4.618]]
}



(4)
{
  "formula": "C24H20AuF5N4OPS",
  "method": "ωB97M-V with the def2-TZVPD basis set",
  "total_charge": 1,
  "e_above_lowest_kj_mol": 0.0,
  "max_force_ev_per_a": 1.74,
  "elements": ["Au", "O", "C", "C", "C", "C", "C", "C", "C", "P", "C", "C", "C", "C", "C", "C", "C", "C", "C", "C", "C", "C", "H", "H", "H", "H", "H", "H", "H", "H", "H", "H", "H", "H", "H", "H", "C", "C", "N", "N", "C", "S", "N", "N", "H", "H", "H", "H", "H", "H", "F", "C", "F", "C", "F", "F", "F"],
  "xyz": [[-0.253, 0.345, -1.434], [2.465, -0.517, -2.781], [2.413, -1.260, -1.950], [2.330, -2.299, -1.000], [3.354, -3.257, -1.175], [3.409, -4.336, -0.321], [2.465, -4.447, 0.693], [1.466, -3.495, 0.857], [1.364, -2.387, 0.029], [-0.038, -1.200, 0.229], [0.132, -0.653, 1.948], [-0.973, -0.022, 2.521], [-0.889, 0.484, 3.807], [0.295, 0.375, 4.525], [1.400, -0.235, 3.953], [1.320, -0.749, 2.667], [-1.456, -2.330, 0.203], [-1.886, -2.999, 1.350], [-2.969, -3.861, 1.283], [-3.629, -4.055, 0.077], [-3.211, -3.385, -1.063], [-2.129, -2.519, -1.003], [4.071, -3.148, -1.977], [4.175, -5.086, -0.448], [2.505, -5.291, 1.368], [0.740, -3.620, 1.649], [-1.893, 0.084, 1.960], [-1.750, 0.967, 4.249], [0.355, 0.769, 5.531], [2.325, -0.316, 4.508], [2.193, -1.221, 2.233], [-1.398, -2.827, 2.302], [-3.305, -4.372, 2.175], [-4.480, -4.721, 0.030], [-3.733, -3.523, -2.000], [-1.812, -1.985, -1.891], [1.040, 6.098, -0.493], [-0.201, 5.301, -0.370], [-1.393, 5.768, -0.216], [-2.192, 4.662, -0.175], [-1.532, 3.505, -0.307], [-2.196, 1.972, -0.357], [-0.230, 3.919, -0.415], [0.842, 3.060, -0.588], [0.789, 7.150, -0.382], [1.502, 5.949, -1.470], [1.763, 5.824, 0.275], [-3.190, 4.757, -0.095], [1.302, 3.257, -1.470], [1.485, 3.157, 0.189], [-1.675, 0.869, -3.933], [-0.388, 0.944, -3.467], [0.355, 0.117, -4.305], [0.103, 2.354, -3.819], [-0.558, 3.292, -3.114], [1.416, 2.480, -3.487], [-0.016, 2.659, -5.107]]
}



(5)
{
  "formula": "C24H20ClF3PRe",
  "method": "ωB97M-V with the def2-TZVPD basis set",
  "total_charge": 1,
  "max_force_ev_per_a": 8.93,
  "spin_multiplicity": 4,
  "elements": ["C", "C", "C", "H", "C", "C", "H", "H", "H", "H", "Re", "Cl", "P", "C", "C", "H", "C", "H", "C", "H", "C", "H", "C", "H", "C", "C", "H", "C", "H", "C", "H", "C", "H", "C", "H", "C", "C", "H", "C", "H", "C", "H", "C", "H", "C", "H", "F", "C", "F", "F"],
  "xyz": [[-0.899, -1.306, 3.794], [-0.897, -1.883, 2.485], [0.473, -2.194, 2.139], [-1.782, -2.093, 1.900], [1.307, -1.804, 3.243], [0.464, -1.247, 4.268], [0.765, -0.900, 5.249], [-1.782, -1.076, 4.370], [0.809, -2.686, 1.237], [2.383, -1.903, 3.302], [0.273, -0.106, 2.483], [2.075, 1.409, 2.080], [0.041, 0.125, 0.025], [1.186, -0.983, -0.900], [0.789, -1.669, -2.062], [-0.262, -1.720, -2.348], [1.747, -2.283, -2.876], [1.423, -2.771, -3.798], [3.094, -2.271, -2.506], [3.838, -2.737, -3.154], [3.479, -1.679, -1.300], [4.522, -1.700, -0.983], [2.532, -1.050, -0.493], [2.845, -0.581, 0.442], [-1.559, -0.300, -0.786], [-2.110, -1.584, -0.587], [-1.555, -2.346, -0.042], [-3.361, -1.908, -1.113], [-3.821, -2.860, -0.852], [-4.008, -1.026, -1.989], [-4.970, -1.290, -2.428], [-3.401, 0.196, -2.298], [-3.847, 0.861, -3.040], [-2.226, 0.586, -1.647], [-1.817, 1.583, -1.832], [0.412, 1.751, -0.734], [1.157, 1.867, -1.917], [1.644, 0.991, -2.353], [1.267, 3.107, -2.557], [1.816, 3.170, -3.497], [0.673, 4.241, -1.998], [0.733, 5.199, -2.519], [0.009, 4.145, -0.771], [-0.433, 5.032, -0.316], [-0.099, 2.913, -0.131], [-0.584, 2.853, 0.843], [-1.284, 1.337, 4.831], [-0.463, 1.663, 3.795], [-1.170, 2.553, 3.009], [0.575, 2.373, 4.334]]
}



(6)
{
  "formula": "C24H20ClN2O5OsP",
  "method": "ωB97M-V with the def2-TZVPD basis set",
  "total_charge": 4,
  "e_above_lowest_kj_mol": 0.0,
  "max_force_ev_per_a": 1.81,
  "spin_multiplicity": 5,
  "elements": ["Os", "O", "N", "C", "C", "C", "C", "C", "C", "C", "P", "C", "C", "C", "C", "C", "C", "C", "C", "C", "C", "C", "C", "H", "H", "H", "H", "H", "H", "H", "H", "H", "H", "H", "H", "H", "H", "H", "H", "Cl", "C", "C", "C", "C", "N", "C", "H", "H", "H", "H", "O", "O", "O", "O"],
  "xyz": [[0.010, -1.742, 1.070], [-1.992, -3.070, 2.308], [-1.981, -1.907, 1.653], [-3.076, -1.215, 1.570], [-3.252, 0.068, 0.956], [-4.584, 0.601, 1.076], [-4.908, 1.840, 0.593], [-3.913, 2.609, -0.018], [-2.597, 2.083, -0.186], [-2.253, 0.839, 0.294], [-0.529, 0.346, -0.066], [0.553, 1.600, 0.639], [0.105, 2.392, 1.703], [0.970, 3.317, 2.269], [2.278, 3.428, 1.820], [2.730, 2.634, 0.767], [1.877, 1.705, 0.195], [-0.435, 0.314, -1.864], [-1.172, -0.665, -2.551], [-1.156, -0.687, -3.934], [-0.440, 0.274, -4.643], [0.293, 1.243, -3.965], [0.286, 1.278, -2.580], [-2.866, -3.292, 2.699], [-3.966, -1.636, 2.036], [-5.353, 0.014, 1.566], [-5.919, 2.218, 0.685], [-4.139, 3.608, -0.375], [-1.857, 2.682, -0.705], [-0.909, 2.312, 2.075], [0.609, 3.975, 3.049], [2.959, 4.121, 2.295], [3.741, 2.743, 0.399], [2.246, 1.060, -0.594], [-1.774, -1.392, -2.016], [-1.699, -1.456, -4.466], [-0.478, 0.290, -5.724], [0.849, 1.986, -4.522], [0.795, 2.085, -2.072], [5.260, -3.436, 2.558], [4.301, -2.906, 1.310], [4.764, -2.910, -0.027], [3.904, -2.463, -0.998], [2.623, -2.024, -0.639], [2.163, -2.025, 0.642], [2.971, -2.458, 1.599], [5.762, -3.258, -0.271], [4.205, -2.450, -2.038], [1.939, -1.663, -1.399], [2.607, -2.481, 2.618], [0.358, -0.563, 2.535], [0.497, -1.756, 3.032], [-0.090, -3.586, 0.240], [-0.319, -2.622, -0.597]]
}



(7)
{
  "formula": "C24H20CrN3OTe",
  "method": "ωB97M-V with the def2-TZVPD basis set",
  "total_charge": 1,
  "e_above_lowest_kj_mol": 10.3,
  "max_force_ev_per_a": 2.59,
  "spin_multiplicity": 5,
  "elements": ["Cr", "O", "C", "N", "C", "C", "C", "C", "C", "C", "N", "C", "C", "C", "C", "C", "N", "H", "H", "H", "H", "H", "H", "H", "H", "H", "H", "Te", "C", "C", "C", "C", "C", "C", "C", "C", "C", "C", "C", "C", "H", "H", "H", "H", "H", "H", "H", "H", "H", "H"],
  "xyz": [[11.193, 8.082, 6.244], [8.698, 5.093, 5.022], [9.262, 6.121, 5.339], [10.588, 6.298, 5.644], [11.466, 5.200, 5.556], [12.881, 5.700, 5.829], [14.010, 4.941, 5.634], [15.260, 5.384, 6.061], [15.367, 6.631, 6.693], [14.214, 7.350, 6.773], [12.990, 6.874, 6.394], [8.483, 7.450, 5.491], [7.114, 7.475, 5.238], [6.394, 8.704, 5.354], [7.122, 9.750, 5.862], [8.457, 9.600, 6.217], [9.175, 8.547, 5.974], [11.477, 4.735, 4.554], [11.313, 4.445, 6.366], [13.876, 3.946, 5.125], [16.068, 4.695, 5.987], [16.345, 6.995, 7.030], [14.172, 8.263, 7.315], [6.641, 6.569, 4.899], [5.354, 8.861, 5.046], [6.633, 10.700, 5.951], [8.947, 10.421, 6.608], [12.607, 10.804, 6.604], [11.171, 11.934, 5.526], [10.765, 13.161, 6.049], [9.735, 13.860, 5.417], [9.033, 13.261, 4.373], [9.374, 11.993, 3.952], [10.491, 11.383, 4.453], [11.320, 10.077, 8.088], [11.581, 8.835, 8.736], [10.729, 8.313, 9.752], [9.723, 9.132, 10.195], [9.557, 10.398, 9.661], [10.298, 10.837, 8.598], [11.294, 13.679, 6.826], [9.473, 14.856, 5.689], [8.257, 13.791, 3.871], [8.760, 11.566, 3.161], [10.757, 10.397, 4.031], [12.462, 8.226, 8.427], [10.881, 7.359, 10.214], [8.923, 8.919, 10.885], [8.786, 11.055, 10.103], [10.040, 11.779, 8.222]]
}



(8)
{
  "formula": "C24H20F4NO2S",
  "method": "ωB97M-V with the def2-TZVPD basis set",
  "total_charge": 1,
  "max_force_ev_per_a": 3.67,
  "elements": ["F", "C", "C", "C", "F", "C", "C", "C", "C", "C", "C", "C", "C", "F", "C", "C", "F", "C", "C", "H", "H", "H", "H", "H", "H", "H", "H", "H", "C", "S", "C", "C", "C", "C", "C", "C", "N", "O", "O", "C", "C", "H", "H", "H", "H", "H", "H", "H", "H", "H", "H", "H"],
  "xyz": [[-3.584, 4.123, -2.182], [-3.484, 2.757, -2.028], [-4.629, 1.988, -2.244], [-4.501, 0.619, -2.005], [-5.632, -0.167, -2.097], [-3.299, 0.017, -1.668], [-2.129, 0.810, -1.557], [-0.870, 0.159, -1.320], [0.358, 0.813, -1.489], [1.586, 0.168, -1.387], [2.834, 0.796, -1.710], [4.011, 0.012, -1.874], [5.214, 0.642, -2.162], [6.336, -0.134, -2.350], [5.346, 2.029, -2.286], [4.171, 2.771, -2.164], [4.243, 4.138, -2.291], [2.931, 2.203, -1.903], [-2.252, 2.216, -1.674], [-5.578, 2.433, -2.530], [-3.245, -1.064, -1.525], [-0.854, -0.939, -1.342], [0.348, 1.883, -1.746], [1.613, -0.877, -1.040], [3.929, -1.071, -1.787], [6.302, 2.500, -2.486], [2.048, 2.831, -1.829], [-1.389, 2.864, -1.499], [-2.877, -1.688, 2.894], [-2.758, -1.004, 1.210], [-3.656, 0.563, 1.503], [-1.149, -0.402, 1.131], [-0.055, -1.172, 1.622], [1.119, -0.502, 2.097], [2.204, -1.214, 2.569], [2.201, -2.622, 2.507], [3.358, -3.351, 2.908], [3.362, -4.602, 2.804], [4.338, -2.708, 3.362], [1.047, -3.315, 2.067], [-0.062, -2.604, 1.645], [-2.155, -2.501, 3.007], [-2.671, -0.881, 3.603], [-3.896, -2.072, 3.035], [-3.278, 1.324, 0.817], [-4.712, 0.374, 1.298], [-3.498, 0.848, 2.550], [-1.068, 0.691, 1.159], [1.140, 0.593, 2.076], [3.090, -0.714, 2.969], [1.082, -4.404, 2.067], [-0.931, -3.155, 1.274]]
}



E, respectively: -41492.27037 -241366.44409 -35810.10595 -70617.37402 -57299.27444 -62655.01570 -67439.81274 -52490.36315 eV.